(1)
An isolated molecule of C20H25N3OS, computed with the ωB97M-V functional and the def2-TZVPD basis.

Its highest occupied orbital energy is -7.9 eV. For the gap between HOMO and LUMO, the calculation gives 8.3793 eV. Its SMILES is CSc1ccccc1NC(=O)CN1CCN(Cc2ccccc2)CC1. The energy comes out at -38499.26981 eV. For the relative energy (zero: lowest compared OMol25 entry of this formula, charge and spin), the calculation gives 1.3392 eV.

Structure (XYZ):
```
50
C20H25N3OS (the ωB97M-V functional and the def2-TZVPD basis)
C 3.80038 1.95331 -2.24938
S 2.36532 0.86125 -1.98979
C 2.85328 0.13383 -0.42728
C 3.91233 -0.75439 -0.39478
C 4.30876 -1.31678 0.80520
C 3.62820 -0.99438 1.96808
C 2.56078 -0.11685 1.94258
C 2.15592 0.46014 0.74176
N 1.10147 1.36026 0.64404
C 0.19539 1.73464 1.59152
O 0.21013 1.35619 2.74262
C -0.89668 2.65536 1.04024
N -1.97571 1.94656 0.37320
C -2.59357 0.93886 1.22026
C -3.85747 0.40995 0.53216
N -3.63713 -0.09931 -0.80322
C -3.25906 -1.49498 -0.94278
C -1.86155 -1.89233 -0.51974
C -1.59211 -2.26887 0.79089
C -0.30487 -2.59101 1.18439
C 0.73098 -2.55750 0.26694
C 0.47168 -2.20356 -1.04594
C -0.81459 -1.87420 -1.43459
C -2.90521 0.86503 -1.59095
C -1.62388 1.37586 -0.91503
H 3.62691 2.47547 -3.18444
H 4.70507 1.35684 -2.31438
H 3.86855 2.66095 -1.42828
H 4.42198 -1.00639 -1.31326
H 5.13777 -2.00767 0.82784
H 3.92829 -1.43419 2.90726
H 2.02586 0.12933 2.84433
H 0.97660 1.71684 -0.29935
H -0.47392 3.37908 0.33811
H -1.33226 3.19300 1.88738
H -2.86492 1.40667 2.16915
H -1.90226 0.10901 1.43246
H -4.31466 -0.36903 1.14439
H -4.56657 1.24102 0.44044
H -3.39208 -1.74538 -2.00106
H -3.98735 -2.07372 -0.36626
H -2.39881 -2.31370 1.50976
H -0.10994 -2.87087 2.20916
H 1.73531 -2.81043 0.57219
H 1.27292 -2.18093 -1.76979
H -1.00762 -1.59869 -2.46218
H -2.66210 0.42949 -2.56132
H -3.57040 1.72186 -1.74788
H -1.18299 2.15940 -1.53829
H -0.90616 0.54495 -0.82635
```



(2)
An isolated molecule of C20H25N5O4S at a distorted geometry, computed with the ωB97M-V functional and the def2-TZVPD basis.

Its highest occupied orbital energy is -8.2 eV. For the gap between HOMO and LUMO, the calculation gives 8.8177 eV. Its SMILES is CCS(=O)(=O)n1nc(NCc2cccc(OC)c2)nc1NCc1cccc(OC)c1. The energy comes out at -47620.86436 eV. For the relative energy (zero: lowest compared OMol25 entry of this formula, charge and spin), the calculation gives 2.8995 eV.

Structure (XYZ):
```
55
C20H25N5O4S (the ωB97M-V functional and the def2-TZVPD basis)
C -0.27134 -3.25905 2.65080
C 0.94944 -3.26749 1.76298
S 0.53572 -2.42446 0.22307
O -0.72684 -2.86900 -0.29898
O 1.65867 -2.44393 -0.66557
N 0.26655 -0.85880 0.77102
N 1.34664 -0.21116 1.35455
C 1.10420 1.06099 1.13311
N 1.85037 2.08074 1.61508
C 3.24316 1.83784 1.95443
C 4.10895 1.78518 0.72052
C 4.67442 2.94571 0.21346
C 5.40771 2.90052 -0.96165
C 5.57854 1.70747 -1.63001
C 5.01340 0.53191 -1.12859
O 5.25112 -0.59105 -1.85260
C 4.78003 -1.82838 -1.36258
C 4.27532 0.57962 0.04904
N -0.04440 1.30901 0.42831
C -0.52774 0.11429 0.19383
N -1.66535 -0.20624 -0.42541
C -2.42171 0.77571 -1.17754
C -3.89106 0.45616 -1.09455
C -4.39092 -0.65445 -1.75831
C -5.73746 -0.96675 -1.66476
C -6.58676 -0.17767 -0.91828
C -6.09405 0.94169 -0.24579
O -7.00913 1.65676 0.46393
C -6.57861 2.80043 1.16152
C -4.74112 1.24988 -0.33598
H -0.52776 -2.23689 2.91794
H -1.11142 -3.69829 2.11793
H -0.09301 -3.82476 3.56252
H 1.26867 -4.26820 1.48558
H 1.78006 -2.70127 2.17311
H 1.65761 2.95912 1.15455
H 3.56625 2.64337 2.61927
H 3.27258 0.88694 2.48810
H 4.54468 3.88218 0.73661
H 5.84849 3.80365 -1.35731
H 6.14692 1.65312 -2.54500
H 5.22193 -2.05765 -0.38731
H 5.10855 -2.57011 -2.08888
H 3.69007 -1.85734 -1.28420
H 3.80386 -0.30448 0.44784
H -1.79293 -1.18744 -0.63962
H -2.19695 1.75032 -0.74170
H -2.10002 0.77857 -2.22854
H -3.73007 -1.27176 -2.34798
H -6.12731 -1.83058 -2.18168
H -7.63812 -0.40302 -0.83743
H -5.83534 2.55034 1.92529
H -6.16437 3.55303 0.48294
H -7.46825 3.20248 1.64383
H -4.33033 2.10523 0.17694
```



(3)
An isolated molecule of C20H25NO2 at a distorted geometry, computed with the ωB97M-V functional and the def2-TZVPD basis.

Its highest occupied orbital energy is -7.7 eV. For the gap between HOMO and LUMO, the calculation gives 7.6549 eV. Its SMILES is CCN(CC)c1ccc(C[C@H]2CC3=C(C=CCC3=O)O2)c(C)c1. The energy comes out at -26727.06653 eV. For the relative energy (zero: lowest compared OMol25 entry of this formula, charge and spin), the calculation gives 4.6478 eV.

Structure (XYZ):
```
48
C20H25NO2 (the ωB97M-V functional and the def2-TZVPD basis)
C -0.50818 -3.62852 -3.40536
C -1.49044 -3.31456 -2.39586
N -1.66068 -1.84809 -2.37555
C -2.68693 -1.43274 -3.21230
C -4.20924 -1.52731 -2.67521
C -1.19225 -1.00144 -1.27663
C 0.09817 -1.09553 -0.86996
C 0.62954 -0.49251 0.31425
C -0.27393 0.26849 1.02473
C 0.35370 0.96802 2.25294
C 1.86357 1.27369 2.28298
C 2.13095 2.26023 3.42624
C 3.30325 1.61457 4.19635
C 3.46142 0.39578 3.65329
C 4.53960 -0.45519 4.03767
C 5.50230 -0.03637 4.90764
C 5.23994 1.24463 5.75543
C 4.06946 2.04821 5.27293
O 3.86169 3.13471 5.86086
O 2.64755 0.15729 2.53419
C -1.59616 0.35195 0.68387
C -2.53970 1.24292 1.37592
C -1.97975 -0.16301 -0.53537
H -0.50021 -3.03202 -4.24487
H -0.77141 -4.57577 -3.61177
H 0.54381 -3.48018 -2.96463
H -2.40626 -3.87665 -2.56811
H -1.15307 -3.68261 -1.39944
H -2.57838 -1.96501 -4.19018
H -2.61683 -0.38497 -3.55247
H -4.90730 -0.93121 -3.32168
H -4.42854 -1.30943 -1.55412
H -4.46041 -2.52965 -2.69062
H 0.66684 -1.86815 -1.33537
H 1.62490 -0.77733 0.68554
H 0.07691 0.34866 3.14667
H -0.14339 1.95808 2.36462
H 2.09643 1.80155 1.42365
H 2.51698 3.20163 3.10739
H 1.27230 2.44325 4.10947
H 4.57464 -1.37355 3.45255
H 6.45812 -0.58915 5.07064
H 5.18692 0.97256 6.79689
H 6.08632 1.86491 5.54884
H -3.52252 1.04113 1.01753
H -2.31666 2.33606 1.23061
H -2.33071 1.15005 2.44805
H -2.92653 0.13057 -0.83080
```



(4)
An isolated molecule of C20H25NO4 at a distorted geometry, computed with the ωB97M-V functional and the def2-TZVPD basis.

Its highest occupied orbital energy is -7.8 eV. For the gap between HOMO and LUMO, the calculation gives 8.4012 eV. Its SMILES is CCOc1ccc(Cc2noc3c2C(=O)CC(C)(C)C3)cc1OCC. The energy comes out at -30824.76773 eV. For the relative energy (zero: lowest compared OMol25 entry of this formula, charge and spin), the calculation gives 3.1080 eV.

Structure (XYZ):
```
50
C20H25NO4 (the ωB97M-V functional and the def2-TZVPD basis)
C -3.59184 -5.73558 1.34527
C -2.51238 -4.73927 0.94705
O -3.16991 -3.56704 0.49846
C -2.51158 -2.61842 -0.22582
C -3.34418 -1.74395 -0.91926
C -2.84217 -0.71754 -1.69358
C -1.47206 -0.56186 -1.81546
C -0.88644 0.54921 -2.65558
C -0.70827 1.74820 -1.79553
N -1.60690 2.68896 -1.71013
O -1.16544 3.61902 -0.80783
C 0.01489 3.23645 -0.33664
C 0.38322 2.04276 -0.91683
C 1.65807 1.40168 -0.63427
O 2.07589 0.41236 -1.19428
C 2.42387 2.09326 0.48196
C 2.29404 3.62569 0.50127
C 3.07077 4.18365 1.69495
C 2.86665 4.21030 -0.79214
C 0.80762 4.01351 0.63984
C -0.62996 -1.41341 -1.11547
C -1.11894 -2.43059 -0.30589
O -0.30814 -3.27680 0.41399
C 1.04824 -2.93708 0.61783
C 1.22230 -1.75162 1.56221
H -4.22006 -5.96719 0.48927
H -3.13338 -6.65035 1.71015
H -4.21657 -5.31191 2.12687
H -1.87124 -4.51213 1.80659
H -1.88822 -5.15326 0.14766
H -4.40767 -1.89602 -0.82344
H -3.51271 -0.04633 -2.20713
H -1.56426 0.79775 -3.47175
H 0.08516 0.24750 -3.04845
H 3.47328 1.80283 0.40752
H 2.03435 1.68608 1.42111
H 4.12772 3.94608 1.60474
H 2.96743 5.26522 1.74155
H 2.70418 3.76331 2.62887
H 2.81612 5.29668 -0.77391
H 3.90773 3.91912 -0.90862
H 2.31673 3.85545 -1.66061
H 0.66241 5.08327 0.47972
H 0.45612 3.77977 1.65026
H 0.43326 -1.26479 -1.21188
H 1.55794 -2.74778 -0.33369
H 1.47959 -3.83762 1.06448
H 2.28067 -1.55409 1.70716
H 0.75141 -0.86433 1.14577
H 0.76269 -1.96915 2.52363
```